14
Properties=species:S:1:pos:R:3:mulliken_charge:R:1 method="wB97M-V/def2-TZVPD" homo_lumo_gap_ev=9.4 mol_weight_g_mol=118.6 spin_multiplicity=1 lumo_energy_ev=0.56 fmax_ha_per_bohr=0.1103
Cl -3.39520 0.57286 0.45202 -0.1876
O -1.70752 -0.88047 -1.02203 -0.3708
C -1.46932 -1.40413 0.20422 -0.3658
C 1.52874 0.06967 -1.04264 -0.6691
C -0.27149 1.34936 0.04667 -0.8871
C -1.84403 -0.06473 0.04360 0.4070
C 0.86663 0.47312 0.05950 -0.1508
H -0.52248 1.94178 0.83513 0.4205
H 1.13149 -0.18338 0.86913 0.4267
H -0.41811 1.78832 -0.88659 0.3174
H 1.22506 0.43890 -1.99969 0.2860
H 2.23466 -0.70386 -0.93705 0.2849
H -0.39766 -1.67889 0.28755 0.1960
H -2.28105 -1.98200 0.55111 0.2927



12
Properties=species:S:1:pos:R:3:mulliken_charge:R:1 method="wB97M-V/def2-TZVPD" homo_lumo_gap_ev=9.9 mol_weight_g_mol=90.6 spin_multiplicity=1 lumo_energy_ev=0.76 fmax_ha_per_bohr=0.0988
Cl 0.65980 -1.23219 -0.01622 -0.3112
C -2.09065 -0.10428 0.00750 -0.8543
C 1.64807 1.19435 0.07227 -0.8070
C 0.19536 0.64704 -0.12697 0.1495
C -1.11801 0.98817 0.05135 -0.0890
H 1.60098 2.27248 0.57031 0.2432
H 1.77800 1.37459 -1.22143 0.2421
H 2.32882 0.37022 0.82339 0.3058
H -1.62444 -1.13448 -0.41681 0.3028
H -1.42389 1.96197 -0.08919 0.3894
H -2.70046 -0.57875 1.18572 0.1983
H -2.98425 0.32956 -0.60110 0.2303



12
Properties=species:S:1:pos:R:3:mulliken_charge:R:1 method="wB97M-V/def2-TZVPD" homo_lumo_gap_ev=8.5 mol_weight_g_mol=98.2 spin_multiplicity=1 lumo_energy_ev=-4.10 charge=+1 fmax_ha_per_bohr=0.0594
S -0.35521 0.78952 0.36671 -0.3669
S -0.36357 -1.20759 0.86363 0.0407
N 0.48093 0.92265 -2.67198 -0.4954
C -0.04928 -1.36207 2.60632 -0.7279
H 0.80018 -2.07761 2.84175 0.2827
H -0.02846 -0.28126 3.08850 0.2500
H -0.45910 1.11976 -2.23103 0.3672
H -1.65000 1.13314 0.47709 0.2221
H 0.59047 1.63642 -3.39085 0.3836
H 1.26977 1.06633 -2.02671 0.3984
H 0.59553 0.04794 -3.09176 0.3176
H -0.83127 -1.78724 3.16834 0.3278



55
Properties=species:S:1:pos:R:3:mulliken_spin:R:1 method="wB97M-V/def2-TZVPD" homo_lumo_gap_ev="5.8 / 6.6" mol_weight_g_mol=578.7 s_squared=3.84 spin_multiplicity=4 lumo_energy_ev="-8.11 / -7.33" charge=+2 fmax_ha_per_bohr=0.0966
I -0.07407 -0.49348 -4.05461 -0.0313
Cr -0.04656 -0.76137 -1.47439 3.2628
Cl -0.13770 -3.00853 -1.71230 -0.0221
P -2.44131 -0.01156 -1.45650 -0.0768
P 2.32842 -0.00631 -1.55669 -0.0612
O 0.03405 2.38659 -5.49656 -0.0062
N 0.24115 -0.75769 2.84125 0.0040
N 0.12708 -1.01231 0.64573 -0.1049
N -0.49293 1.84780 9.07679 0.0008
C -3.34592 -1.45612 -0.81813 0.0115
C 0.09597 -0.19288 4.12353 -0.0014
C -0.77035 1.52343 5.58008 -0.0008
C -0.13573 -0.18972 1.66206 -0.0019
C 3.15239 0.56770 -3.06780 -0.0079
C 3.32701 -1.43198 -1.03538 0.0160
C 0.71717 -2.14340 1.19254 0.0440
C -0.00753 0.57860 -7.19841 -0.0025
C 0.80710 -2.00248 2.53572 -0.0044
C -0.60487 1.01078 4.28956 0.0013
C -3.32672 0.41665 -2.98440 -0.0060
C -0.22131 0.85827 6.68318 0.0017
C 2.68896 1.28235 -0.33653 -0.0051
C 0.49724 -0.33629 6.50289 -0.0010
C 0.00285 1.28262 -5.91371 -0.0080
C 0.63836 -0.87999 5.22107 0.0016
C -0.37718 1.39352 8.00325 -0.0005
C -2.87305 1.32093 -0.30665 -0.0143
H -4.41239 -1.34319 -1.05717 0.0010
H 4.37368 -1.26963 -1.32443 0.0015
H 1.16054 -1.82856 5.07340 0.0001
H -4.40594 0.28358 -2.82188 -0.0015
H -2.45773 2.25508 -0.70752 0.0004
H 2.92632 -2.32058 -1.53600 0.0017
H -3.20368 -1.51884 0.26764 0.0031
H 2.80398 -0.00578 -3.93339 0.0023
H 0.87990 -0.06782 -7.24693 0.0002
H 2.12556 1.09237 0.58366 0.0011
H 1.20671 -2.67544 3.27263 -0.0009
H 1.00992 -2.97403 0.57606 0.0029
H 3.25919 -1.58221 0.04776 0.0002
H -2.99772 -0.22659 -3.80889 0.0021
H -3.12225 1.46164 -3.24447 0.0003
H -0.00031 1.27937 -8.04780 -0.0020
H -0.91131 -0.04501 -7.24365 0.0002
H 3.76516 1.30099 -0.11682 -0.0021
H 2.92806 1.62623 -3.23914 0.0001
H 4.23887 0.43919 -2.96104 -0.0017
H -2.93141 -2.35816 -1.28548 0.0022
H 2.37155 2.24452 -0.75745 0.0001
H -0.58774 0.79232 1.60433 0.0006
H 0.95032 -0.85378 7.35099 -0.0001
H -1.31727 2.45252 5.73165 0.0000
H -1.03161 1.53233 3.42988 -0.0002
H -3.96822 1.39549 -0.24112 -0.0022
H -2.45470 1.12885 0.68958 0.0035



30
Properties=species:S:1:pos:R:3:mulliken_charge:R:1 method="wB97M-V/def2-TZVPD" homo_lumo_gap_ev=4.8 mol_weight_g_mol=342.0 spin_multiplicity=1 lumo_energy_ev=-6.84 charge=+1 fmax_ha_per_bohr=0.1427
In 14.06906 -10.47901 -15.42499 0.9801
O 11.98014 -6.65308 -14.06333 -0.2379
O 8.26639 -14.78662 -8.73116 -0.4962
O 12.76200 -13.39703 -11.26492 -0.4950
O 10.44504 -12.27189 -11.79788 -0.4921
O 10.85189 -16.11034 -8.08767 -0.5121
N 13.49048 -7.59995 -11.77688 -0.6443
C 11.87218 -14.84039 -9.55936 -0.2551
C 11.85695 -13.75385 -10.60570 0.3036
C 12.45094 -5.92308 -10.33647 -1.4105
C 9.43946 -14.45059 -9.26556 0.3454
C 9.28363 -13.48222 -10.20515 -0.1532
C 11.55967 -5.88260 -15.16281 -0.7671
C 10.75040 -15.16511 -8.94132 0.3080
C 10.47713 -13.03466 -10.89169 0.4740
C 12.27320 -6.81028 -11.64731 0.1915
C 12.04789 -5.88127 -12.84483 -0.8042
H 11.43621 -5.65748 -10.04000 0.3610
H 12.28679 -5.09236 -15.34971 0.3225
H 13.14134 -5.09902 -10.51638 0.3656
H 11.39588 -7.43320 -11.47302 0.3487
H 13.83235 -7.89373 -10.87304 0.2701
H 11.20764 -5.21725 -12.64195 0.4056
H 10.54768 -5.50127 -15.02663 0.3018
H 11.57983 -6.43411 -16.10277 0.2382
H 12.78674 -6.50185 -9.47603 0.4369
H 12.77355 -15.37805 -9.30462 0.4844
H 14.19142 -6.89710 -11.96340 0.2909
H 8.35149 -13.04010 -10.52460 0.4903
H 12.91716 -5.22700 -12.91117 0.3494



48
Properties=species:S:1:pos:R:3:mulliken_charge:R:1 method="wB97M-V/def2-TZVPD" homo_lumo_gap_ev=9.1 smiles=CC[NH+](CC)CCn1c(NCc2ccco2)nc2ccccc21 mol_weight_g_mol=313.4 spin_multiplicity=1 lumo_energy_ev=-2.18 charge=+1 fmax_ha_per_bohr=0.0173
O 1.34534 -2.24368 -0.99911 -0.2288
N -0.91634 -1.09583 0.95911 -0.0251
N 0.89912 0.37181 1.49030 -0.7700
N -2.74987 0.56789 -0.18939 0.8251
N 0.08499 0.47846 -0.59387 0.8901
C -4.17572 -1.40448 -0.70337 -1.1147
C -2.16954 0.82382 -1.53889 -0.7286
C -4.13900 0.05081 -0.27007 -0.5037
C 1.08689 1.43040 -0.51469 0.8692
C 2.98732 -3.08667 0.24241 -0.4880
C 2.61576 2.18070 1.22094 -0.9086
C -0.65080 -2.44726 0.37655 -0.5028
C -2.66556 1.78682 0.66543 -0.5147
C 2.66492 -2.49499 -0.93706 -0.5301
C 0.80360 -2.68817 0.16281 0.2179
C 1.59403 2.33321 -1.43263 -1.3218
C 3.11917 3.07664 0.30081 -0.4821
C -2.75107 1.48512 2.15176 -1.1972
C 0.05443 -0.11792 0.64379 -0.5440
C -0.77617 0.19566 -1.70477 -0.7750
C 2.61880 3.15259 -0.99982 -0.7471
C 1.58584 1.34782 0.80384 0.6978
C 1.77510 -3.20778 0.96449 -0.6547
H -0.31673 0.59871 -2.61016 0.6084
H 3.25576 -2.21121 -1.78451 0.4851
H -1.17661 -2.52645 -0.57955 0.1898
H -2.82668 0.41186 -2.30520 0.4334
H -1.88433 0.92125 2.48445 0.2626
H -3.65536 -2.03311 0.01472 0.2248
H -4.59328 0.13803 0.71686 0.3911
H -2.11456 1.90336 -1.69272 0.3073
H -5.20916 -1.73568 -0.75114 0.4528
H -1.70759 2.27256 0.47151 0.3602
H 3.95879 -3.39751 0.56408 0.4757
H 3.92268 3.73638 0.58824 0.4165
H -3.73782 -1.55261 -1.68693 0.3202
H -1.05910 -3.19140 1.05952 0.6177
H 3.00051 2.11341 2.22463 0.4713
H -4.70535 0.67985 -0.96103 0.4175
H -3.46652 2.46600 0.36255 0.4485
H -0.85912 -0.88648 -1.83153 0.0789
H -2.75829 2.42627 2.69467 0.4243
H 3.04446 3.86824 -1.68569 0.4331
H -2.14940 -0.18940 0.29661 0.0311
H 1.64712 -3.63024 1.93957 0.5111
H 1.21783 2.39690 -2.44275 0.3974
H -3.65424 0.94504 2.42060 0.3515
H -0.89410 -1.18186 1.97308 0.4266



23
Properties=species:S:1:pos:R:3:mulliken_spin:R:1 method="wB97M-V/def2-TZVPD" homo_lumo_gap_ev="10.7 / 4.3" mol_weight_g_mol=133.1 s_squared=0.76 spin_multiplicity=2 lumo_energy_ev="-3.45 / -9.86" charge=+1 fmax_ha_per_bohr=0.0911
O 3.77331 0.76563 0.44338 0.0122
O -3.07780 1.70941 -0.08756 0.1578
O 1.84547 0.00604 1.97539 0.0085
O -1.72989 -2.79756 0.43601 0.0059
O 2.11381 0.13115 -1.53993 0.1683
N -0.12366 -0.51709 -0.79204 0.5885
C -1.13649 0.58653 -0.87596 0.0373
C -1.95132 0.67256 0.43944 0.0747
H -2.57670 -0.21948 0.53931 -0.0020
H 4.58591 0.25433 0.34250 -0.0003
H -0.57758 -1.42086 -0.73828 -0.0041
H -0.54543 1.47221 -1.10603 0.0039
H -1.83081 0.32279 -1.68437 0.0018
H 1.23514 0.74337 2.07898 -0.0004
H 3.15590 0.55889 -0.40971 -0.0059
H 1.46886 0.74169 -1.90301 -0.0093
H 0.22464 -0.52902 0.17842 -0.0069
H -2.17951 -3.39150 1.08031 0.0002
H -2.73900 2.59071 0.08044 -0.0050
H 2.68447 0.37168 1.59566 -0.0005
H 1.37902 -0.46131 -1.19573 -0.0188
H -2.46443 -2.58681 -0.24091 -0.0003
H -1.53389 0.99664 1.38368 -0.0057



125
Properties=species:S:1:pos:R:3:mulliken_charge:R:1 method="wB97M-V/def2-TZVPD" homo_lumo_gap_ev=8.8 smiles="COC[C@H](C)N.COC[C@H](C)N.COC[C@H](C)N.COC[C@H](C)N.COC[C@H](C)N.COC[C@H](C)N.NC(N)=O.O.O.O.O.O" mol_weight_g_mol=685.0 spin_multiplicity=1 lumo_energy_ev=-0.27 fmax_ha_per_bohr=0.1077
O 0.23810 -3.91697 13.54560 -0.3981
O 6.53595 -8.15199 11.94413 -0.5707
O 3.79082 -13.29694 8.55345 -0.5678
O 2.62265 -16.16504 13.56687 -0.3748
O 4.01035 -5.79673 11.21681 -0.5891
O -4.80240 -17.17126 10.90631 -0.3478
O 4.41006 -9.72631 14.33353 -0.6630
O 0.72453 -11.58545 10.82467 -0.3585
O -2.26103 -11.06160 14.57314 -0.2791
O 6.12366 -5.46377 7.56682 -0.3609
O 5.94107 -11.24554 9.27320 -0.6410
O -1.04624 -9.68514 6.23779 -0.7103
N -0.32052 -9.80933 8.38826 -0.2540
N -1.20640 -5.62943 16.36299 -0.7358
N 3.92526 -9.62513 11.38973 0.3096
N 5.47922 -7.96310 9.02054 -0.1689
N -3.54784 -7.81524 16.20129 -0.7831
N -3.14454 -16.05102 8.64722 -0.6381
N -0.07711 -11.52772 7.16919 -0.2643
N 3.68957 -17.20671 10.18780 -0.7123
C -3.94527 -16.05351 10.92470 -0.6688
C 2.07574 -11.22656 10.62117 -0.5998
C -1.76834 -3.45771 15.64130 -1.5874
C -1.23228 -4.84436 15.23810 0.9132
C 0.17160 -4.61575 14.74656 -0.9861
C 4.88102 -5.85709 8.00775 -1.0634
C -2.72704 -15.93091 10.02545 0.5171
C -4.20955 -18.49389 10.85167 -0.6603
C -3.60213 -8.28957 13.93745 -1.3701
C -0.53605 -10.30806 7.17946 0.5750
C 6.53785 -4.12973 7.94214 -0.7005
C 3.66735 -17.28314 11.70342 0.3149
C 3.16889 -7.76182 8.44177 -0.8903
C -3.56144 -8.96714 15.23308 0.5146
C 1.59044 -8.74661 11.65491 -1.0687
C 2.56913 -16.36692 12.24074 -0.0866
C 1.40018 -15.73381 14.23657 -0.6037
C 5.06955 -16.68815 12.10824 -1.2816
C -1.43302 -12.10634 15.10085 -0.7344
C 4.62365 -7.40722 8.07011 0.2037
C -2.03503 -14.59562 9.99304 -1.4579
C 0.02275 -4.76513 12.46428 -0.5435
C -2.24247 -9.86605 15.33156 -0.7755
C 0.35768 -12.25794 12.02398 -0.1436
C 2.51821 -10.07699 11.58305 0.7317
H 0.66549 -9.09019 12.11807 0.3354
H 3.04246 -7.28418 9.41336 0.1296
H -1.98731 -5.25011 14.56475 0.2026
H -1.27000 -9.40658 15.15464 0.3455
H 0.70373 -4.06639 15.52318 0.4302
H 2.36066 -10.55766 12.54857 0.3956
H 2.90637 -13.66178 8.52401 0.2569
H 5.02154 -16.44981 13.17078 0.3598
H 2.01963 -7.77435 11.89702 0.3088
H 6.43973 -7.72814 8.81487 0.3096
H -3.77316 -18.67307 11.83430 0.2964
H -0.44389 -11.68998 14.91018 0.3333
H 4.65408 -10.27140 11.12281 0.0270
H -1.70020 -2.75161 14.81372 0.3300
H -2.01537 -14.23864 11.02274 0.1370
H 4.45674 -5.34697 8.87255 0.4693
H 1.10777 -12.99703 12.30540 0.4091
H 0.07265 -10.43016 9.08114 0.1496
H 4.73182 -7.87963 7.09378 0.3453
H 6.50052 -3.88681 9.00407 0.2944
H -2.56642 -13.81562 9.44776 0.3153
H -0.48813 -5.32833 17.00604 0.2633
H 4.01468 -8.79924 10.81527 -0.6919
H 0.87105 -5.44283 14.86823 0.5215
H 4.80630 -5.27484 11.31840 0.3063
H -1.58400 -13.09210 14.66088 0.1829
H -2.15928 -10.10154 16.39256 0.3932
H 0.77731 -15.10810 13.59734 0.0775
H -2.63420 -7.40156 16.08194 0.1139
H 6.40303 -8.12359 10.99663 0.2457
H 1.59364 -16.72672 11.91354 0.3755
H -0.29723 -8.82051 8.59271 0.1759
H -4.59716 -15.21633 10.67517 0.3108
H 1.56991 -15.03929 15.05933 0.3178
H 4.00459 -13.11175 7.63898 0.2860
H -4.09400 -8.90619 13.18515 0.3319
H 3.50662 -18.18186 12.29888 0.2825
H 7.59664 -4.31989 7.76638 0.2777
H 4.17570 -5.62287 7.21040 0.3745
H -3.35853 -18.49230 10.17060 0.3020
H -1.03617 -14.64717 9.55976 0.3775
H 7.39130 -8.56733 12.05413 0.2860
H -4.31726 -7.47218 14.02993 0.4741
H -3.70035 -16.89418 8.63100 0.2945
H 0.34470 -12.03005 7.93720 0.1748
H 2.77670 -12.05069 10.75372 0.2288
H 2.31005 -7.44186 7.85176 0.5131
H 2.18820 -11.07303 9.54791 0.2107
H -4.49133 -9.52517 15.34264 0.3621
H -0.99377 -5.15852 12.45910 0.2513
H 2.63433 -15.36229 11.82294 -0.1591
H -2.06083 -16.75034 10.29529 0.2811
H 6.54911 -11.27789 10.01176 0.3101
H 4.33473 -9.40792 13.43398 0.3487
H 0.75530 -5.56527 12.57041 0.1336
H -1.13866 -3.09625 16.45428 0.3862
H -1.66639 -12.27438 16.15223 0.3728
H 3.81884 -16.32707 9.70862 0.2137
H 5.44291 -8.96650 9.12991 0.0613
H 5.80805 -17.48904 12.14421 0.3911
H 0.79936 -16.60455 14.49909 0.3689
H 6.07872 -3.37667 7.30166 0.2813
H 4.29075 -6.69680 11.38257 0.2725
H 5.44316 -15.92823 11.42193 0.2630
H -2.60176 -7.97254 13.64274 0.1652
H -0.87446 -6.57615 16.24627 0.1917
H -0.56751 -12.83424 12.02509 -0.1871
H 3.01504 -8.83404 8.56332 0.1132
H 1.34142 -8.58630 10.60592 -0.0451
H -0.11889 -12.08963 6.33097 0.1923
H 5.41162 -12.03787 9.36335 0.2865
H 0.30209 -11.47261 12.77781 0.0733
H 4.47135 -17.80278 9.95621 0.2816
H 0.26412 -4.38713 11.47083 0.3217
H -3.62496 -15.96666 11.96294 0.3534
H -2.83821 -3.59312 15.79987 0.3727
H -3.84333 -15.38942 8.34050 0.2938
H -4.19934 -7.09672 15.91956 0.3133
H 4.98431 -10.48954 14.27066 0.2933
H -4.98283 -19.22900 10.62865 0.2144



Copy entry 4 word for word.
55
Properties=species:S:1:pos:R:3:mulliken_spin:R:1 method="wB97M-V/def2-TZVPD" homo_lumo_gap_ev="5.8 / 6.6" mol_weight_g_mol=578.7 s_squared=3.84 spin_multiplicity=4 lumo_energy_ev="-8.11 / -7.33" charge=+2 fmax_ha_per_bohr=0.0966
I -0.07407 -0.49348 -4.05461 -0.0313
Cr -0.04656 -0.76137 -1.47439 3.2628
Cl -0.13770 -3.00853 -1.71230 -0.0221
P -2.44131 -0.01156 -1.45650 -0.0768
P 2.32842 -0.00631 -1.55669 -0.0612
O 0.03405 2.38659 -5.49656 -0.0062
N 0.24115 -0.75769 2.84125 0.0040
N 0.12708 -1.01231 0.64573 -0.1049
N -0.49293 1.84780 9.07679 0.0008
C -3.34592 -1.45612 -0.81813 0.0115
C 0.09597 -0.19288 4.12353 -0.0014
C -0.77035 1.52343 5.58008 -0.0008
C -0.13573 -0.18972 1.66206 -0.0019
C 3.15239 0.56770 -3.06780 -0.0079
C 3.32701 -1.43198 -1.03538 0.0160
C 0.71717 -2.14340 1.19254 0.0440
C -0.00753 0.57860 -7.19841 -0.0025
C 0.80710 -2.00248 2.53572 -0.0044
C -0.60487 1.01078 4.28956 0.0013
C -3.32672 0.41665 -2.98440 -0.0060
C -0.22131 0.85827 6.68318 0.0017
C 2.68896 1.28235 -0.33653 -0.0051
C 0.49724 -0.33629 6.50289 -0.0010
C 0.00285 1.28262 -5.91371 -0.0080
C 0.63836 -0.87999 5.22107 0.0016
C -0.37718 1.39352 8.00325 -0.0005
C -2.87305 1.32093 -0.30665 -0.0143
H -4.41239 -1.34319 -1.05717 0.0010
H 4.37368 -1.26963 -1.32443 0.0015
H 1.16054 -1.82856 5.07340 0.0001
H -4.40594 0.28358 -2.82188 -0.0015
H -2.45773 2.25508 -0.70752 0.0004
H 2.92632 -2.32058 -1.53600 0.0017
H -3.20368 -1.51884 0.26764 0.0031
H 2.80398 -0.00578 -3.93339 0.0023
H 0.87990 -0.06782 -7.24693 0.0002
H 2.12556 1.09237 0.58366 0.0011
H 1.20671 -2.67544 3.27263 -0.0009
H 1.00992 -2.97403 0.57606 0.0029
H 3.25919 -1.58221 0.04776 0.0002
H -2.99772 -0.22659 -3.80889 0.0021
H -3.12225 1.46164 -3.24447 0.0003
H -0.00031 1.27937 -8.04780 -0.0020
H -0.91131 -0.04501 -7.24365 0.0002
H 3.76516 1.30099 -0.11682 -0.0021
H 2.92806 1.62623 -3.23914 0.0001
H 4.23887 0.43919 -2.96104 -0.0017
H -2.93141 -2.35816 -1.28548 0.0022
H 2.37155 2.24452 -0.75745 0.0001
H -0.58774 0.79232 1.60433 0.0006
H 0.95032 -0.85378 7.35099 -0.0001
H -1.31727 2.45252 5.73165 0.0000
H -1.03161 1.53233 3.42988 -0.0002
H -3.96822 1.39549 -0.24112 -0.0022
H -2.45470 1.12885 0.68958 0.0035